Record 1
Computed, not measured: a molecular structure, C33H37BiGeIN2O3, with the ωB97M-V functional and the def2-TZVPD basis.

Properties
- Kohn-Sham gap: 7.916 eV
- Lowest unoccupied orbital energy: -0.111 Eh
- HOMO: -10.9 eV
- M: 918.2 Da
- E_tot: -4203.9326 a.u.

Structure (ORCA input):
```
! RIJCOSX wB97M-V def2-TZVPD def2/J DEFGRID3
* xyz 1 1
Bi -1.67049 0.37930 -0.36010
I -0.23493 -0.25840 2.37635
Ge 1.49582 -1.69101 -1.01716
O 3.83304 -0.57932 -0.43068
O -2.65087 1.79363 -1.65089
O 1.27408 0.14453 -0.63715
N -0.67479 2.41605 -0.14639
N -1.59538 3.42494 -0.42619
C -4.42861 1.19087 0.63890
C -2.55038 3.02581 -1.20230
C -3.59290 3.98702 -1.61451
C 2.12405 0.93587 0.03559
C 5.33639 -4.05978 -3.05064
C -4.59901 3.57391 -2.48299
C -4.58527 6.17260 -1.50287
C -3.58654 5.29259 -1.12613
C -5.55905 1.51481 1.41746
C -1.92249 0.35332 4.72891
C -3.05622 0.72424 5.47664
C -4.19652 1.08662 4.82553
C 2.12822 -2.64485 0.56911
C 3.90514 -3.66199 -2.71552
C 0.45831 2.85324 0.27061
C 4.33023 1.32507 0.98159
C -5.59014 5.75829 -2.36880
C 3.57614 -2.23872 -3.14959
C -1.97264 0.37306 3.36563
C 1.71543 2.18072 0.54279
C 1.25172 -4.90124 -0.18978
C 2.62473 2.96209 1.27890
C -5.59543 4.46090 -2.85963
C 1.22562 -3.83272 0.89752
C 2.13463 -1.83626 -2.85385
C -5.46647 1.48495 2.77367
C 3.90164 2.52845 1.53318
C -4.25781 1.11036 3.41106
C -3.12194 0.76172 2.62657
C 3.46684 0.56052 0.22102
C 5.10587 -1.13689 -0.11487
C 0.36113 -6.09218 0.13510
C -3.22848 0.83509 1.20307
H -4.59089 2.56247 -2.86511
H -6.48049 1.79897 0.92772
H 3.73310 -3.76879 -1.63832
H 0.67339 -6.56743 1.06648
H 5.14454 -2.10631 -0.60352
H 5.51161 -4.00841 -4.12623
H -6.36857 6.45015 -2.66239
H 5.90899 -0.50676 -0.50069
H 2.29703 3.92548 1.64776
H 2.16272 -1.92314 1.39120
H 0.19506 -3.49152 1.04505
H -4.58212 7.18517 -1.12228
H 1.53742 -4.27965 1.84605
H -3.01144 0.70776 6.55665
H -6.37423 4.14016 -3.53844
H 4.26967 -1.53696 -2.68238
H -6.31473 1.74521 3.39430
H 0.39739 -6.84520 -0.65145
H -2.80053 5.60372 -0.45263
H 3.20648 -4.35484 -3.19471
H -5.08330 1.36413 5.38110
H 5.55814 -5.07581 -2.72501
H 4.58261 3.12931 2.11826
H 3.15390 -2.97895 0.41038
H 1.89503 -0.86642 -3.29885
H 1.45069 -2.55635 -3.31485
H 3.74586 -2.15144 -4.22672
H 5.21712 -1.26564 0.96354
H -0.67867 -5.78151 0.25365
H 2.28312 -5.23556 -0.33972
H 6.05578 -3.39060 -2.57234
H 5.35182 1.00503 1.12603
H -1.02007 0.04939 5.24138
H -0.02837 -1.97792 -1.08164
H -4.53024 1.25513 -0.43796
H 0.93468 -4.46288 -1.14580
H 0.48487 3.93283 0.40237
*
```

For reference, the Löwdin charges in units of e are: 1.69, 1.16, 0.92, -0.16, -0.32, -0.32, -0.14, 0.09, -0.13, -0.46, -0.16, -0.28, -0.10, -0.03, -0.07, -0.02, -0.05, -0.15, -0.06, -0.02, -0.30, -0.28, -0.05, 0.01, -0.07, -0.28, -0.59, -0.17, -0.29, -0.04, -0.07, -0.30, -0.28, -0.01, -0.06, -0.15, -0.24, -0.21, -0.05, -0.10, -0.33, 0.11, 0.12, 0.07, 0.08, 0.08, 0.08, 0.11, 0.11, 0.12, 0.04, 0.09, 0.11, 0.12, 0.11, 0.11, 0.09, 0.12, 0.07, 0.11, 0.12, 0.12, 0.08, 0.12, 0.06, 0.08, 0.07, 0.12, 0.11, 0.08, 0.11, 0.07, 0.11, 0.09, -0.03, 0.08, 0.09, 0.14

---

Record 2
Computed, not measured: 3 unconnected molecules or ions with the total composition C4H9NO2, with the ωB97M-V functional and the def2-TZVPD basis.

Properties
- Kohn-Sham gap (alpha / beta): 7.941 / 7.940 eV
- Lowest unoccupied orbital energy (alpha / beta): 0.016 / 0.016 Eh
- HOMO (alpha / beta): -7.5 / -7.5 eV
- M: 103.1 Da
- E_tot: -362.8584 a.u.

Structure (ORCA input):
```
! RIJCOSX wB97M-V def2-TZVPD def2/J DEFGRID3
* xyz 0 1
O 0.17676 -2.04413 -1.29545
O 1.18780 -0.85194 1.13600
N 0.75977 2.48069 -0.59574
C -0.36629 -0.17789 -0.51370
C 0.36718 1.63531 0.23398
C 0.93400 -0.38783 -0.09421
C -1.57644 -0.46456 0.31744
H 0.80491 3.44082 -0.23619
H 2.13157 -1.01658 1.23891
H -0.47761 0.19882 -1.51732
H -2.28635 -1.02243 -0.29020
H 0.08308 1.79471 1.28657
H 1.75689 -0.20877 -0.77115
H -1.32291 -1.05432 1.19667
H -0.10870 -2.78110 -0.73807
H -2.06364 0.45919 0.64245
*
```

For reference, the Löwdin charges in units of e are: -0.31, 0.07, 0.07, -0.21, -0.14, -0.25, -0.05, 0.06, 0.13, 0.14, 0.09, 0.10, 0.15, 0.09, -0.03, 0.08

---

Q: Which of these has the highest M?
A: C33H37BiGeIN2O3

---

Q: Look up the M of the second one.
A: 103.1 Da